# 1
C26H17NO6PRu | the ωB97M-V functional and the def2-TZVPD basis

Cartesian coordinates (Å):
Ru 0.6865 -2.0362 -0.6727
O 0.7525 -1.9028 5.5552
C 0.8369 -2.1109 4.2345
C 1.9957 -1.8354 3.5022
C 1.9563 -1.9714 2.1270
N 0.8678 -2.3861 1.4924
C -0.2162 -2.7288 2.1824
C -0.2849 -2.6030 3.5540
C -1.3589 -3.3027 1.2960
O -2.3681 -3.6973 1.8415
O -1.0865 -3.3013 0.0619
C 3.1562 -1.6569 1.1857
O 4.2263 -1.4110 1.7024
O 2.8530 -1.6926 -0.0364
H 1.5853 -1.5579 5.9047
H 2.9087 -1.5068 3.9786
H -1.1864 -2.8667 4.0822
O 1.2733 -2.7557 -2.7831
C 0.5564 -1.7789 -2.7459
C -0.1404 -0.7879 -3.3789
C -0.3303 -0.7510 -4.7955
C -1.1444 0.1950 -5.3475
C -1.8016 1.1536 -4.5595
C -1.6299 1.1550 -3.1863
C -0.7987 0.2253 -2.5841
P -0.5613 0.0065 -0.8176
C -1.7705 1.1089 -0.0312
C -1.4517 2.4553 0.1279
C -2.4004 3.3272 0.6249
C -3.6618 2.8626 0.9599
C -3.9750 1.5212 0.8103
C -3.0315 0.6373 0.3158
C 1.0260 0.7984 -0.3493
C 1.9643 1.2209 -1.2880
C 3.1427 1.8071 -0.8579
C 3.3966 1.9557 0.4969
C 2.4829 1.4986 1.4352
C 1.3019 0.9181 1.0181
H 0.1591 -1.5014 -5.3957
H -1.2973 0.2072 -6.4156
H -2.4498 1.8798 -5.0208
H -2.1425 1.8791 -2.5706
H -0.4684 2.8090 -0.1461
H -2.1532 4.3703 0.7487
H -4.3986 3.5495 1.3462
H -4.9562 1.1647 1.0820
H -3.2634 -0.4115 0.1914
H 1.7518 1.1144 -2.3445
H 3.8649 2.1489 -1.5828
H 4.3114 2.4235 0.8236
H 2.7034 1.5881 2.4884
H 0.5677 0.5712 1.7383

Forces on the atoms, in the same order (eV/Å):
Ru -0.515 -0.937 1.355
O -0.030 -0.045 0.450
C 0.082 0.018 -0.889
C -0.195 -0.065 -0.062
C 0.733 0.131 -0.227
N -0.129 0.383 -0.600
C -0.658 -0.378 -0.230
C 0.230 0.102 0.126
C 0.665 0.640 1.260
O -0.379 -0.162 0.129
O 0.723 0.603 -2.216
C -0.815 -0.072 1.576
O 0.451 0.109 0.059
O -0.869 0.002 -2.158
H -0.099 -0.088 -0.144
H 0.115 0.047 -0.054
H -0.124 -0.066 -0.014
O -0.509 0.433 -1.013
C 1.613 -2.213 5.394
C -2.526 3.216 -3.070
C 0.623 -0.424 1.615
C -0.666 0.919 -0.279
C 0.486 -0.679 -0.235
C 0.225 0.046 0.194
C 0.578 -1.398 -1.134
P 1.752 -0.474 0.835
C -0.050 -0.406 -0.120
C 0.012 -0.081 -0.089
C 0.008 0.101 0.000
C -0.018 -0.041 0.043
C -0.126 0.007 0.051
C 0.117 -0.029 -0.068
C -0.105 0.474 -0.246
C -0.390 0.036 0.208
C 0.097 -0.019 0.101
C 0.000 -0.014 -0.145
C 0.011 -0.007 -0.045
C -0.324 0.101 -0.286
H 0.034 -0.068 -0.143
H -0.028 -0.020 -0.114
H -0.090 0.087 -0.098
H -0.057 0.072 0.043
H 0.047 0.074 0.032
H 0.008 0.112 0.015
H -0.099 0.055 0.049
H -0.096 -0.061 0.029
H -0.068 -0.097 0.042
H 0.087 0.033 -0.038
H 0.090 0.030 -0.071
H 0.133 -0.001 0.034
H -0.015 -0.010 0.085
H 0.061 0.021 0.063

As for the lowest unoccupied orbital energy (alpha / beta): -0.0616 / -0.0637 hartree. Its spin multiplicity is 2. Its expectation value of S² is 0.764. Its energy relative to the best compared isomer or geometry (same formula, charge and spin) is 75.8 kJ/mol.

Atom charges from the Mulliken analysis, given in e for atoms 1 to 8: -0.41 -0.54 1.07 -0.20 -0.04 -0.30 -0.11 -0.51

# 2
C5H15NSi | the ωB97M-V functional and the def2-TZVPD basis

Cartesian coordinates (Å):
C -1.5380 -1.6923 -0.1307
C -2.6367 0.5930 -0.8087
C -0.2309 -0.3934 -1.5746
C 3.9767 0.5775 0.7167
C -1.3483 -0.2396 -0.5183
N -0.7754 0.4183 0.6591
Si 3.0441 1.0130 2.1410
H -1.8373 -1.5975 0.8584
H -2.3457 -2.1049 -0.7197
H -0.7654 -2.4392 -0.1656
H -3.3116 0.3005 -0.0529
H -3.2038 0.3028 -1.7360
H -2.4556 1.6155 -0.7613
H -0.0281 0.4697 -2.1991
H 0.6566 -0.5055 -0.9250
H -0.3851 -1.2134 -2.2736
H 5.0015 1.0027 0.7104
H -0.7971 1.4583 0.6895
H 3.7377 0.2046 -0.1584
H 0.1918 0.0899 0.5716
H 3.3490 1.6994 3.4156
H 1.7015 0.4407 2.2615

Forces on the atoms, in the same order (eV/Å):
C -1.946 0.055 -0.485
C 0.019 -3.499 -1.710
C 0.101 1.233 -0.268
C 1.800 3.448 5.959
C 0.858 0.706 -1.069
N 0.943 0.331 0.387
Si 0.139 -1.067 -1.618
H -0.939 -0.546 2.043
H -0.410 -0.247 -0.151
H 1.012 0.400 -0.290
H -0.871 0.019 1.251
H 0.941 0.394 0.486
H 0.377 1.780 -0.115
H -0.089 0.534 -0.015
H -0.011 -0.596 -0.981
H 0.075 -0.246 0.264
H -0.561 -0.318 0.019
H 0.126 -1.189 -0.518
H -1.693 -2.096 -3.965
H -0.204 0.868 1.145
H 0.542 -0.005 -0.374
H -0.210 0.040 0.002

As for the lowest unoccupied orbital energy: 0.0097 hartree. Its SMILES is CC(C)(C)N.C=[SiH2]. Its energy relative to the best compared isomer or geometry (same formula, charge and spin) is 379.2 kJ/mol.

Atom charges from the Mulliken analysis, given in e for atoms 1 to 8: -1.75 -1.65 -1.46 -0.75 1.67 -0.67 0.31 0.54

# 3
C33H35F5N4P2Ti | the ωB97M-V functional and the def2-TZVPD basis

Cartesian coordinates (Å):
Ti 0.0878 4.3028 2.3641
C -0.6358 2.8110 3.8512
C 0.3028 2.1669 3.0515
C -0.0286 1.2050 1.9226
C -0.1090 1.8919 0.5374
C -0.7282 3.2717 0.5664
C -1.8167 3.6687 1.3359
C -2.6296 2.7502 2.2331
C -2.1392 2.7380 3.7015
C 0.2874 6.0910 1.3255
H -0.2902 3.2060 4.8047
H 1.3245 2.1310 3.4223
H -0.9644 0.6846 2.1443
H 0.7481 0.4345 1.8813
H 0.9054 1.9988 0.1381
H -0.6531 1.2447 -0.1675
H -0.4389 3.9200 -0.2588
H -2.2832 4.6166 1.0780
H -2.6269 1.7368 1.8224
H -3.6727 3.0834 2.2202
H -2.5603 3.6057 4.2206
H -2.5308 1.8477 4.2170
H 0.3157 6.9460 2.0086
H -0.5293 6.2357 0.6067
H 1.2361 6.0716 0.7732
P -0.2118 -2.1403 -3.6790
P 1.0992 -3.3123 -1.0349
N -1.8512 -1.6312 -3.9993
N 0.4321 -2.3986 -5.2669
N -0.1968 -3.6295 0.0709
N 2.4226 -4.2312 -0.3616
C -0.5562 -3.8950 -3.1944
C 0.6281 -4.4672 -2.4046
C -2.4573 -0.6588 -3.2045
C -3.8048 -0.6551 -3.4745
C -4.0426 -1.6554 -4.4666
C -2.8358 -2.2446 -4.7657
C 1.3244 -1.4853 -5.8316
C 1.6026 -1.8827 -7.1142
C 0.8610 -3.0788 -7.3605
C 0.1514 -3.3758 -6.2238
C -0.6067 -2.6582 0.9863
C -1.5779 -3.1980 1.7900
C -1.7803 -4.5475 1.3667
C -0.9274 -4.7928 0.3197
C 2.4175 -5.4895 0.2296
C 3.7181 -5.9297 0.3147
C 4.5571 -4.9218 -0.2528
C 3.7422 -3.8927 -0.6597
H -0.7425 -4.4589 -4.1157
H -1.4599 -3.9493 -2.5808
H 0.3853 -5.4343 -1.9489
H 1.4741 -4.6197 -3.0810
H -1.8589 -0.0695 -2.5253
H -4.5380 0.0027 -3.0290
H -4.9920 -1.8979 -4.9247
H -2.5832 -3.0298 -5.4608
H 1.6695 -0.6437 -5.2488
H 2.2699 -1.3815 -7.8012
H 0.8575 -3.6610 -8.2718
H -0.5140 -4.1978 -6.0097
H -0.1574 -1.6763 0.9620
H -2.0963 -2.6850 2.5878
H -2.4833 -5.2567 1.7821
H -0.7865 -5.6832 -0.2732
H 1.4928 -5.9453 0.5465
H 4.0390 -6.8636 0.7563
H 5.6349 -4.9451 -0.3321
H 3.9609 -2.9475 -1.1347
F 3.1823 4.5261 3.4498
C 2.3672 5.2255 4.2753
C 0.9955 5.2753 4.0213
C 0.1507 6.0042 4.8661
F -1.1788 6.0502 4.6052
C 0.6718 6.6822 5.9702
F -0.1534 7.3866 6.7853
C 2.0442 6.6344 6.2294
F 2.5526 7.2958 7.2992
C 2.8932 5.9073 5.3829
F 4.2242 5.8677 5.6348

Forces on the atoms, in the same order (eV/Å):
Ti 0.358 1.414 0.139
C 0.086 -1.327 0.330
C -0.522 -0.607 0.637
C -0.032 0.022 -0.125
C 0.019 -0.119 0.171
C -1.198 -0.454 -0.546
C 0.020 -0.683 -0.817
C 0.012 -0.078 0.132
C -0.094 0.040 -0.166
C -0.074 0.576 -0.349
H -0.009 -0.006 -0.200
H 0.034 0.124 0.019
H 0.145 0.047 -0.009
H -0.077 0.094 0.026
H -0.086 -0.082 0.001
H 0.079 0.084 0.060
H 0.056 0.083 0.204
H 0.165 0.038 0.074
H -0.026 0.166 0.027
H 0.150 -0.040 -0.020
H 0.007 -0.109 -0.034
H 0.067 0.131 -0.062
H -0.021 0.050 -0.230
H 0.149 0.155 -0.067
H 0.016 0.124 -0.086
P -0.751 0.160 -0.410
P 0.542 -0.372 0.240
N -0.084 -0.012 0.089
N 0.080 -0.048 -0.124
N -0.050 -0.074 0.090
N 0.063 -0.155 -0.003
C 0.115 -0.112 -0.126
C -0.321 -0.024 0.112
C -0.261 -0.394 -0.414
C 0.411 -0.038 -0.011
C 0.387 -0.115 -0.086
C -0.150 0.463 0.461
C -0.237 -0.487 -0.239
C -0.108 0.068 0.364
C -0.183 -0.067 0.327
C 0.403 0.490 -0.115
C -0.202 -0.563 -0.081
C 0.279 0.118 -0.259
C 0.218 -0.050 -0.292
C -0.095 0.547 0.311
C 0.553 0.220 -0.266
C -0.331 0.202 -0.018
C -0.328 0.237 -0.054
C -0.256 -0.459 0.273
H -0.033 -0.115 0.427
H -0.012 0.308 -0.121
H 0.080 0.050 -0.327
H 0.187 0.120 0.304
H -0.074 -0.034 -0.063
H 0.099 -0.088 -0.054
H 0.129 0.021 0.070
H -0.049 0.080 0.028
H -0.022 -0.081 -0.085
H -0.089 -0.062 0.095
H -0.005 0.076 0.118
H 0.094 0.119 -0.131
H -0.055 -0.094 0.014
H 0.070 -0.067 -0.093
H 0.095 0.094 -0.057
H -0.037 0.095 0.096
H 0.090 0.032 0.022
H -0.051 0.127 -0.062
H -0.140 0.011 0.003
H 0.024 -0.082 0.062
F -0.072 0.140 0.238
C -1.404 1.041 1.142
C 0.558 0.230 0.675
C 2.074 -0.232 0.137
F 0.134 -0.059 0.029
C -0.714 0.150 -0.003
F 0.609 -0.326 -0.321
C 0.190 -0.041 -0.022
F -0.341 -0.484 -0.768
C 0.426 -0.233 -0.268
F -0.682 0.127 0.037

As for the lowest unoccupied orbital energy (alpha / beta): 0.0028 / -0.0283 hartree. Its spin multiplicity is 3. Its expectation value of S² is 2.006.

Atom charges from the Mulliken analysis, given in e for atoms 1 to 8: 0.27 -0.51 -0.61 -0.77 -0.18 -0.23 -0.46 -0.94

The following F_max values (in eV/A) correspond, in order, to the records above: 6.0 7.1 2.1.